Entry 1:
C49H61ClINO6P | ωB97M-V/def2-TZVPD

Results
Total energy ... -3509.12426 a.u.
HOMO-LUMO gap ... 5.336 eV
Net charge ... -1
Multiplicity ... 1
E_LUMO ... 0.20 eV

Each line ends with the Löwdin charge.
Element x y z (Å)
1 C 1.14 0.44 2.81  -0.112
2 C 0.68 0.60 1.34  -0.227
3 C -0.83 0.54 0.95  -0.313
4 O -1.79 1.46 1.26  -0.345
5 P -2.89 1.45 2.62  0.662
6 C -3.92 2.96 1.91  -0.231
7 C -5.45 2.97 2.04  -0.309
8 N -6.19 3.42 2.99  0.071
9 C -3.99 0.35 1.48  -0.237
10 C -5.17 -0.58 1.67  -0.329
11 C -6.64 -0.12 1.28  -0.557
12 Cl -7.70 -1.61 1.47  0.476
13 O -1.93 0.09 3.27  -0.419
14 C -2.43 -1.20 3.24  -0.303
15 C -1.43 -2.12 4.10  -0.308
16 C -0.68 -3.15 3.19  -0.081
17 C -2.26 -2.96 5.18  -0.409
18 C -2.97 -4.21 4.59  -0.088
19 C -1.25 -3.28 6.34  -0.091
20 C -1.66 2.77 3.33  -0.369
21 C -2.02 3.75 4.47  -0.188
22 C -0.92 3.65 2.21  -0.224
23 C -0.33 5.05 2.73  -0.133
24 C -3.94 1.39 4.24  -0.578
25 I -2.77 0.75 6.07  0.964
26 C -5.26 0.62 4.47  -0.366
27 C -5.91 1.10 5.87  -0.195
28 H 2.12 -0.10 2.81  0.066
29 H 1.39 1.45 3.23  0.066
30 H 0.49 -0.12 3.50  0.049
31 H 1.16 1.51 0.91  0.094
32 H 1.16 -0.23 0.76  0.100
33 H -0.74 0.67 -0.19  0.115
34 H -1.09 -0.56 0.95  0.107
35 H -3.67 3.12 0.83  0.086
36 H -3.62 3.94 2.36  0.077
37 H -6.01 2.68 1.12  0.093
38 H -5.53 3.78 3.69  0.035
39 H -4.29 1.00 0.61  0.083
40 H -3.27 -0.27 0.87  0.074
41 H -5.32 -1.22 2.57  0.065
42 H -5.11 -1.43 0.92  0.095
43 H -7.08 0.64 1.95  0.040
44 H -6.70 0.23 0.23  0.069
45 H -3.42 -1.42 3.69  0.087
46 H -2.42 -1.73 2.24  0.108
47 H -0.75 -1.50 4.71  0.106
48 H 0.14 -2.69 2.59  0.076
49 H -0.23 -3.93 3.85  0.068
50 H -1.41 -3.63 2.50  0.075
51 H -3.05 -2.32 5.63  0.082
52 H -3.55 -3.89 3.69  0.080
53 H -2.25 -5.01 4.34  0.071
54 H -3.72 -4.57 5.34  0.077
55 H -1.54 -4.19 6.90  0.069
56 H -1.16 -2.44 7.06  0.068
57 H -0.22 -3.44 5.93  0.069
58 H -0.82 2.14 3.73  0.088
59 H -2.55 4.68 4.14  0.069
60 H -1.08 4.00 5.02  0.077
61 H -2.66 3.42 5.32  -0.007
62 H 0.00 3.18 1.83  0.077
63 H -1.55 3.96 1.36  0.087
64 H 0.29 5.43 1.88  0.063
65 H 0.33 4.88 3.60  0.061
66 H -1.13 5.79 2.93  0.058
67 H -4.26 2.44 4.46  0.023
68 H -5.24 -0.48 4.60  0.080
69 H -6.09 0.86 3.78  0.067
70 H -5.54 2.09 6.20  0.048
71 H -5.78 0.31 6.65  0.040
72 H -7.02 1.20 5.75  0.066
73 C -1.65 1.55 -3.41  -0.048
74 C -2.47 0.49 -3.03  -0.044
75 C -2.16 -0.80 -3.43  0.010
76 C -1.03 -1.04 -4.21  -0.083
77 C -0.23 0.03 -4.61  -0.086
78 C -0.53 1.32 -4.20  0.002
79 C 0.94 -0.20 -5.49  -0.279
80 O 1.65 0.73 -5.84  0.072
81 C 1.24 -1.58 -5.95  -0.083
82 C 2.30 -1.81 -6.82  0.000
83 C 2.59 -3.10 -7.24  -0.060
84 C 1.83 -4.17 -6.79  -0.060
85 C 0.76 -3.95 -5.92  0.001
86 C 0.46 -2.65 -5.51  -0.081
87 C -0.70 -2.43 -4.61  -0.280
88 O -1.37 -3.36 -4.22  0.107
89 H -1.89 2.56 -3.09  0.112
90 H -3.34 0.68 -2.42  0.111
91 H -2.79 -1.62 -3.12  0.123
92 H 0.10 2.15 -4.50  0.119
93 H 2.90 -0.98 -7.17  0.120
94 H 3.42 -3.27 -7.92  0.105
95 H 2.06 -5.17 -7.11  0.105
96 H 0.17 -4.78 -5.58  0.120
97 C 11.53 -0.12 -5.41  -0.063
98 C 11.45 -1.16 -4.48  -0.062
99 C 10.23 -1.50 -3.92  -0.001
100 C 9.08 -0.80 -4.27  -0.083
101 C 9.16 0.25 -5.19  -0.083
102 C 10.39 0.58 -5.76  -0.003
103 C 7.95 1.04 -5.54  -0.281
104 O 8.03 1.95 -6.34  0.100
105 C 6.67 0.70 -4.90  -0.087
106 C 5.53 1.46 -5.17  0.010
107 C 4.32 1.14 -4.58  -0.052
108 C 4.23 0.05 -3.72  -0.044
109 C 5.35 -0.71 -3.44  0.007
110 C 6.58 -0.38 -4.02  -0.087
111 C 7.78 -1.18 -3.68  -0.281
112 O 7.70 -2.13 -2.92  0.103
113 H 12.48 0.14 -5.86  0.104
114 H 12.35 -1.70 -4.20  0.105
115 H 10.17 -2.30 -3.20  0.120
116 H 10.45 1.39 -6.48  0.119
117 H 5.60 2.31 -5.85  0.121
118 H 3.44 1.74 -4.80  0.095
119 H 3.28 -0.20 -3.27  0.112
120 H 5.28 -1.55 -2.76  0.122



Entry 2:
C49H61ClN11OPd | ωB97M-V/def2-TZVPD

Results
Total energy ... -3169.26494 a.u.
HOMO-LUMO gap (alpha / beta) ... 2.714 / 2.700 eV
Net charge ... -1
Multiplicity ... 1
E_LUMO (alpha / beta) ... 2.04 / 2.04 eV

Each line ends with the Löwdin charge.
Element x y z (Å)
1 Pd 0.62 2.05 0.00  0.378
2 C -5.86 5.39 0.89  -0.041
3 C -5.10 6.17 -0.14  -0.213
4 C -5.63 7.33 -0.68  -0.066
5 C -4.94 8.08 -1.62  -0.110
6 C -3.68 7.65 -2.02  -0.098
7 C -3.14 6.49 -1.51  -0.033
8 C -3.82 5.74 -0.55  -0.201
9 N -3.31 4.57 -0.03  0.159
10 C -1.97 4.20 0.16  -0.358
11 N -1.11 5.24 0.22  0.119
12 C 0.29 5.29 0.18  -0.236
13 C 1.10 4.17 -0.06  -0.148
14 C 2.47 4.44 -0.18  -0.164
15 C 3.01 5.70 -0.03  -0.133
16 C 2.19 6.77 0.24  -0.111
17 C 0.82 6.59 0.35  -0.250
18 C -0.05 7.78 0.66  -0.068
19 N -1.61 2.99 0.34  0.118
20 C -2.52 1.90 0.36  -0.387
21 C -3.14 1.48 -1.01  -0.127
22 C -4.61 1.31 -1.05  -0.062
23 C -5.37 1.45 0.05  -0.109
24 C -4.80 1.80 1.32  -0.083
25 C -3.48 2.00 1.51  -0.222
26 C -2.88 2.34 2.84  -0.040
27 H -6.78 5.91 1.15  0.074
28 H -5.27 5.26 1.79  0.085
29 H -6.12 4.40 0.51  0.072
30 H -6.62 7.65 -0.37  0.102
31 H -5.37 8.98 -2.02  0.091
32 H -3.13 8.22 -2.76  0.100
33 H -2.18 6.15 -1.88  0.120
34 H -3.97 3.90 0.32  0.098
35 H -1.55 6.15 0.24  0.088
36 H 3.16 3.63 -0.41  0.049
37 H 4.08 5.85 -0.12  0.081
38 H 2.61 7.77 0.37  0.087
39 H 0.57 8.65 0.83  0.066
40 H -0.65 7.61 1.56  0.078
41 H -0.74 8.01 -0.16  0.066
42 H -2.79 2.12 -1.82  0.145
43 H -5.05 1.05 -2.00  0.098
44 H -6.44 1.31 0.01  0.095
45 H -5.48 1.89 2.16  0.107
46 H -3.28 1.70 3.62  0.078
47 H -3.09 3.38 3.11  0.080
48 H -1.80 2.20 2.79  0.075
49 C -3.04 -4.04 -0.17  -0.086
50 C -3.27 -3.34 -1.50  -0.402
51 C -2.02 -3.37 -2.38  -0.070
52 C -3.72 -1.88 -1.27  -0.155
53 N -2.75 -1.10 -0.55  -0.080
54 C -2.24 0.21 -0.93  -0.196
55 N -1.68 0.66 0.35  -0.039
56 N -1.98 -0.30 1.29  0.043
57 N -2.58 -1.26 0.78  0.060
58 H -2.58 -5.02 -0.31  0.064
59 H -3.99 -4.17 0.36  0.076
60 H -2.40 -3.43 0.46  0.038
61 H -4.08 -3.84 -2.04  0.127
62 H -1.20 -2.86 -1.89  0.042
63 H -2.21 -2.89 -3.33  0.077
64 H -1.71 -4.40 -2.57  0.068
65 H -4.67 -1.90 -0.72  0.120
66 H -3.88 -1.39 -2.23  0.124
67 H -1.52 0.11 -1.75  0.122
68 C 3.68 -2.61 1.24  -0.030
69 C 3.31 -4.09 1.03  -0.487
70 C 3.62 -4.46 -0.42  -0.021
71 C 4.24 -4.93 1.93  -0.049
72 C 1.81 -4.33 1.39  -0.409
73 O 1.48 -3.58 2.56  -0.017
74 C 1.44 -5.82 1.73  -0.091
75 C 0.78 -6.75 0.69  -0.138
76 C 1.66 -7.23 -0.42  -0.246
77 C 1.43 -6.87 -1.74  -0.048
78 C 2.24 -7.32 -2.77  -0.085
79 C 3.31 -8.16 -2.46  -0.675
80 Cl 4.35 -8.71 -3.74  0.651
81 C 3.55 -8.57 -1.17  -0.109
82 C 2.73 -8.11 -0.15  -0.036
83 C 0.80 -3.85 0.33  -0.065
84 N 0.89 -2.50 -0.15  -0.104
85 C 0.66 -1.32 0.45  -0.138
86 N 0.68 -0.36 -0.45  0.032
87 C 0.94 -1.00 -1.61  -0.225
88 N 1.07 -2.30 -1.46  0.090
89 H 4.76 -2.49 1.11  0.087
90 H 3.41 -2.27 2.23  0.087
91 H 3.20 -1.97 0.51  0.070
92 H 4.69 -4.35 -0.60  0.094
93 H 3.09 -3.82 -1.12  0.073
94 H 3.35 -5.49 -0.63  0.060
95 H 5.26 -4.55 1.85  0.085
96 H 4.26 -5.97 1.62  0.071
97 H 3.95 -4.88 2.98  0.084
98 H 2.07 -3.85 3.27  0.095
99 H 0.72 -5.74 2.55  0.126
100 H 2.31 -6.33 2.12  0.094
101 H -0.11 -6.28 0.27  0.100
102 H 0.45 -7.62 1.26  0.123
103 H 0.60 -6.23 -1.98  0.111
104 H 2.06 -7.02 -3.79  0.105
105 H 4.37 -9.24 -0.95  0.103
106 H 2.90 -8.45 0.86  0.116
107 H -0.19 -3.98 0.78  0.132
108 H 0.89 -4.47 -0.56  0.108
109 H 0.47 -1.20 1.49  0.128
110 H 1.01 -0.52 -2.56  0.106
111 C 6.97 2.00 0.38  -0.074
112 C 5.48 1.79 0.40  -0.308
113 C 4.73 1.89 1.57  -0.058
114 C 3.38 1.57 1.55  -0.173
115 N 2.72 1.19 0.45  -0.051
116 C 3.44 1.15 -0.68  -0.196
117 C 4.78 1.43 -0.75  -0.061
118 H 7.33 2.30 1.35  0.066
119 H 7.24 2.75 -0.36  0.072
120 H 7.46 1.07 0.09  0.071
121 H 5.20 2.17 2.50  0.097
122 H 2.80 1.60 2.47  0.092
123 H 2.89 0.86 -1.58  0.081
124 H 5.30 1.34 -1.70  0.102



Entry 3:
C49H62IN7OSeW | ωB97M-V/def2-TZVPD

Results
Total energy ... -5128.96755 a.u.
HOMO-LUMO gap (alpha / beta) ... 5.140 / 5.136 eV
Energy above the lowest of the compared OMol25 structures with the same formula, charge and spin ... 5.513 eV
Multiplicity ... 1
E_LUMO (alpha / beta) ... -0.81 / -0.81 eV

Each line ends with the Löwdin charge.
Element x y z (Å)
1 W 0.42 0.10 0.04  1.617
2 C 3.31 1.09 -4.05  -0.077
3 C 3.59 1.83 -2.74  -0.191
4 C 3.60 0.91 -1.56  -0.090
5 C 4.56 0.10 -1.09  -0.120
6 C 6.01 -0.06 -1.42  -0.181
7 C 6.37 -1.48 -1.85  -0.093
8 C 3.59 -0.70 -0.31  -0.121
9 C 3.38 -2.01 -0.19  0.002
10 C 2.07 -2.62 -0.35  -0.228
11 C 1.93 -3.98 -0.62  -0.152
12 C 3.01 -5.02 -0.57  -0.200
13 C 3.81 -5.11 -1.87  -0.087
14 C 0.62 -4.17 -1.06  -0.151
15 C -0.01 -2.93 -0.99  -0.298
16 C -1.40 -2.75 -1.16  -0.030
17 C -2.15 -1.73 -0.67  -0.291
18 N -1.65 -0.70 0.14  -0.020
19 C -2.74 -0.15 0.77  -0.224
20 C -2.75 0.71 1.87  0.016
21 C -1.52 0.86 2.52  -0.214
22 N -0.38 0.73 1.83  -0.069
23 C 0.57 0.11 2.68  -0.329
24 C 1.36 -0.60 1.86  0.015
25 C 2.56 0.35 -0.55  -0.334
26 N 2.31 1.23 0.51  -0.011
27 C 0.07 0.23 4.04  -0.133
28 C -1.20 0.73 3.94  -0.114
29 C -2.21 0.89 5.04  -0.187
30 C -3.00 -0.39 5.27  -0.079
31 C 0.80 -0.19 5.27  -0.180
32 C 1.49 0.98 5.96  -0.086
33 C -3.97 -0.73 0.22  -0.144
34 C -3.61 -1.69 -0.66  -0.141
35 C -4.49 -2.57 -1.47  -0.187
36 C -4.57 -2.12 -2.93  -0.081
37 C -5.35 -0.36 0.67  -0.199
38 C -5.82 -1.20 1.86  -0.076
39 N 0.88 -1.95 -0.56  -0.069
40 C -0.02 -5.48 -1.43  -0.199
41 C -0.71 -6.14 -0.24  -0.088
42 H 3.19 1.79 -4.87  0.074
43 H 2.40 0.49 -3.97  0.047
44 H 4.13 0.42 -4.28  0.073
45 H 2.86 2.63 -2.60  0.073
46 H 4.57 2.31 -2.80  0.114
47 H 6.61 0.22 -0.54  0.117
48 H 6.27 0.65 -2.21  0.107
49 H 6.22 -2.19 -1.05  0.064
50 H 7.42 -1.53 -2.15  0.071
51 H 5.77 -1.80 -2.70  0.076
52 H 4.21 -2.70 -0.23  0.092
53 H 2.57 -5.99 -0.35  0.103
54 H 3.69 -4.81 0.27  0.106
55 H 3.16 -5.37 -2.70  0.073
56 H 4.60 -5.86 -1.81  0.069
57 H 4.27 -4.15 -2.11  0.058
58 H -1.93 -3.55 -1.66  0.113
59 H -3.68 0.93 2.36  0.106
60 H 2.20 -1.23 2.15  0.076
61 H -2.89 1.70 4.79  0.112
62 H -1.70 1.19 5.96  0.106
63 H -3.51 -0.71 4.36  0.052
64 H -3.75 -0.26 6.05  0.073
65 H -2.34 -1.21 5.57  0.074
66 H 1.55 -0.94 5.00  0.115
67 H 0.11 -0.68 5.97  0.107
68 H 2.28 1.39 5.33  0.069
69 H 1.94 0.67 6.90  0.070
70 H 0.78 1.78 6.17  0.072
71 H -5.49 -2.58 -1.04  0.106
72 H -4.13 -3.60 -1.42  0.111
73 H -5.04 -1.14 -3.00  0.072
74 H -5.15 -2.82 -3.53  0.071
75 H -3.57 -2.03 -3.37  0.066
76 H -6.05 -0.48 -0.16  0.110
77 H -5.38 0.70 0.94  0.086
78 H -5.83 -2.26 1.60  0.076
79 H -6.82 -0.91 2.18  0.073
80 H -5.15 -1.08 2.71  0.055
81 H 0.74 -6.15 -1.83  0.103
82 H -0.74 -5.33 -2.23  0.105
83 H 0.00 -6.34 0.56  0.073
84 H -1.17 -7.09 -0.52  0.067
85 H -1.48 -5.49 0.17  0.069
86 Se -0.33 -0.34 -2.76  1.256
87 N 0.57 1.11 -2.30  -0.287
88 C -0.04 2.16 -2.92  -0.360
89 C 0.37 3.52 -2.86  -0.038
90 C -0.36 4.47 -3.51  -0.075
91 C -1.51 4.13 -4.27  -0.083
92 C -1.93 2.84 -4.36  -0.037
93 C -1.19 1.82 -3.69  -0.408
94 N -1.52 0.52 -3.73  -0.216
95 H 1.24 3.81 -2.30  0.081
96 H -0.05 5.51 -3.46  0.103
97 H -2.06 4.91 -4.78  0.102
98 H -2.80 2.56 -4.93  0.112
99 C 0.13 4.07 1.28  -0.050
100 C 1.52 3.44 1.23  -0.553
101 C 2.51 4.48 0.66  -0.038
102 C 1.97 3.05 2.63  -0.041
103 C 1.57 2.29 0.24  -0.188
104 H 0.16 4.98 1.88  0.093
105 H -0.59 3.38 1.71  0.060
106 H -0.20 4.33 0.27  0.073
107 H 2.57 5.34 1.32  0.086
108 H 2.20 4.83 -0.32  0.073
109 H 3.51 4.05 0.57  0.090
110 H 2.03 3.95 3.25  0.089
111 H 2.94 2.56 2.62  0.089
112 H 1.26 2.37 3.10  0.058
113 H 1.40 2.60 -0.79  0.073
114 N -3.44 2.00 -1.57  0.204
115 C -2.56 2.53 -0.72  -0.604
116 O -1.42 2.08 -0.58  -0.041
117 C -2.92 3.81 0.02  -0.557
118 I -4.98 4.25 0.27  0.823
119 H -3.18 1.17 -2.10  0.099
120 H -4.37 2.38 -1.66  0.043
121 H -2.49 4.65 -0.52  0.054
122 H -2.48 3.74 1.01  0.027



Entry 4:
C49H62O2P2Si3Ti | ωB97M-V/def2-TZVPD

Results
Total energy ... -4455.55753 a.u.
HOMO-LUMO gap (alpha / beta) ... 8.254 / 8.588 eV
Energy above the lowest of the compared OMol25 structures with the same formula, charge and spin ... 0.000 eV
Net charge ... +1
⟨S²⟩ ... 0.755
Multiplicity ... 2
E_LUMO (alpha / beta) ... -2.20 / -2.05 eV

Each line ends with the Löwdin charge.
Element x y z (Å)
1 Ti 0.14 -0.38 0.42  0.847
2 C -0.20 1.64 4.42  -0.070
3 C -1.57 1.14 4.75  -0.279
4 C -2.04 1.26 6.06  -0.033
5 C -3.34 0.91 6.39  -0.064
6 C -4.19 0.44 5.40  -0.068
7 C -3.73 0.30 4.10  -0.070
8 C -2.42 0.62 3.77  -0.304
9 P -1.80 0.52 2.04  1.108
10 C -3.20 -0.39 1.26  -0.325
11 C -3.25 -1.72 1.71  -0.150
12 C -4.31 -2.55 1.41  -0.086
13 C -5.34 -2.07 0.60  -0.052
14 C -5.27 -0.77 0.12  -0.053
15 C -4.23 0.09 0.43  -0.248
16 C -4.28 1.50 -0.12  -0.023
17 C -1.77 2.26 1.53  -0.343
18 C -2.37 3.27 2.28  -0.090
19 C -2.21 4.60 1.91  -0.068
20 C -1.43 4.91 0.80  -0.060
21 C -0.85 3.90 0.05  -0.039
22 C -1.02 2.56 0.39  -0.325
23 C -0.42 1.46 -0.44  -0.213
24 H 0.46 1.59 5.28  0.087
25 H -0.24 2.68 4.08  0.098
26 H 0.26 1.07 3.62  0.033
27 H -1.37 1.65 6.82  0.118
28 H -3.68 1.01 7.41  0.110
29 H -5.22 0.19 5.64  0.109
30 H -4.42 -0.07 3.35  0.102
31 H -2.45 -2.09 2.35  0.108
32 H -4.35 -3.55 1.81  0.110
33 H -6.18 -2.70 0.35  0.114
34 H -6.07 -0.41 -0.52  0.114
35 H -5.15 1.60 -0.78  0.080
36 H -3.39 1.75 -0.70  0.073
37 H -4.37 2.24 0.67  0.084
38 H -2.95 3.03 3.16  0.113
39 H -2.67 5.38 2.50  0.108
40 H -1.28 5.95 0.52  0.109
41 H -0.25 4.15 -0.82  0.116
42 H 0.33 1.87 -1.12  0.053
43 H -1.20 1.01 -1.08  0.057
44 C 1.31 -0.19 -2.63  -0.093
45 O 1.41 -0.76 -1.31  -0.388
46 Si 2.87 -0.87 -0.42  0.334
47 C 3.68 -2.52 -0.64  -0.142
48 C 4.02 0.30 -1.29  -0.139
49 C 2.13 -0.50 1.24  -0.494
50 Si 3.18 0.89 1.99  0.394
51 C 3.04 1.29 3.81  -0.169
52 C 4.98 0.38 1.88  -0.175
53 C 2.81 2.50 1.13  -0.158
54 Si 1.93 -2.00 2.36  0.362
55 C 0.96 -1.70 3.92  -0.163
56 C 0.84 -3.24 1.46  -0.172
57 C 3.53 -2.82 2.85  -0.154
58 H 1.90 -0.78 -3.33  0.090
59 H 1.67 0.84 -2.63  0.087
60 H 0.27 -0.21 -2.93  0.087
61 H 3.86 -2.70 -1.70  0.037
62 H 3.14 -3.37 -0.22  0.025
63 H 4.66 -2.48 -0.14  0.048
64 H 4.16 -0.09 -2.31  0.053
65 H 5.00 0.34 -0.82  0.038
66 H 3.65 1.32 -1.38  0.031
67 H 2.77 0.45 4.45  0.017
68 H 2.35 2.11 4.00  0.019
69 H 4.04 1.63 4.12  0.047
70 H 5.24 -0.19 2.78  0.035
71 H 5.64 1.26 1.86  0.050
72 H 5.24 -0.25 1.03  -0.001
73 H 1.80 2.82 1.38  0.029
74 H 2.87 2.43 0.04  0.011
75 H 3.50 3.28 1.46  0.049
76 H -0.02 -1.26 3.72  0.004
77 H 1.47 -1.07 4.65  0.022
78 H 0.79 -2.67 4.40  0.050
79 H -0.20 -2.89 1.40  0.003
80 H 0.80 -4.18 2.03  0.060
81 H 1.16 -3.49 0.44  0.017
82 H 4.08 -2.19 3.57  0.038
83 H 4.19 -3.01 2.00  0.022
84 H 3.31 -3.77 3.35  0.045
85 O -1.05 -1.80 -0.76  -0.386
86 P -1.35 -2.90 -1.76  0.859
87 C -0.22 -2.99 -3.15  -0.280
88 C 1.07 -3.49 -2.96  -0.097
89 C 1.96 -3.56 -4.03  -0.067
90 C 1.56 -3.12 -5.29  -0.060
91 C 0.28 -2.62 -5.48  -0.056
92 C -0.61 -2.56 -4.42  -0.058
93 C -1.40 -4.53 -1.04  -0.279
94 C -1.98 -4.65 0.22  -0.083
95 C -2.10 -5.89 0.83  -0.054
96 C -1.64 -7.03 0.18  -0.058
97 C -1.08 -6.92 -1.09  -0.059
98 C -0.95 -5.68 -1.70  -0.067
99 C -2.97 -2.58 -2.45  -0.283
100 C -3.40 -1.26 -2.54  -0.077
101 C -4.62 -0.97 -3.16  -0.071
102 C -5.39 -2.01 -3.67  -0.059
103 C -4.97 -3.33 -3.56  -0.058
104 C -3.75 -3.62 -2.96  -0.056
105 H 1.39 -3.81 -1.98  0.104
106 H 2.95 -3.95 -3.88  0.112
107 H 2.25 -3.18 -6.12  0.114
108 H -0.03 -2.28 -6.47  0.113
109 H -1.62 -2.18 -4.58  0.109
110 H -2.34 -3.76 0.73  0.063
111 H -2.56 -5.97 1.81  0.112
112 H -1.73 -8.00 0.65  0.112
113 H -0.73 -7.81 -1.60  0.112
114 H -0.53 -5.62 -2.69  0.109
115 H -2.80 -0.46 -2.13  0.098
116 H -4.95 0.05 -3.24  0.113
117 H -6.34 -1.78 -4.14  0.112
118 H -5.58 -4.13 -3.95  0.111
119 H -3.42 -4.65 -2.87  0.112